[1]
{
  "formula": "C54H69F29N2O16",
  "method": "ωB97M-V with the def2-TZVPD basis set",
  "species": ["F", "F", "F", "F", "F", "F", "F", "F", "F", "F", "F", "F", "F", "F", "F", "F", "F", "F", "F", "F", "F", "F", "F", "F", "F", "F", "F", "F", "F", "O", "O", "O", "O", "O", "O", "O", "O", "O", "O", "O", "O", "O", "O", "O", "O", "N", "N", "C", "C", "C", "C", "C", "C", "C", "C", "C", "C", "C", "C", "C", "C", "C", "C", "C", "C", "C", "C", "C", "C", "C", "C", "C", "C", "C", "C", "C", "C", "C", "C", "C", "C", "C", "C", "C", "C", "C", "C", "C", "C", "C", "C", "C", "C", "C", "C", "C", "C", "C", "C", "C", "C", "H", "H", "H", "H", "H", "H", "H", "H", "H", "H", "H", "H", "H", "H", "H", "H", "H", "H", "H", "H", "H", "H", "H", "H", "H", "H", "H", "H", "H", "H", "H", "H", "H", "H", "H", "H", "H", "H", "H", "H", "H", "H", "H", "H", "H", "H", "H", "H", "H", "H", "H", "H", "H", "H", "H", "H", "H", "H", "H", "H", "H", "H", "H", "H", "H", "H", "H", "H", "H"],
  "xyz": [[4.949, -7.349, -1.651], [-1.207, -10.167, 11.882], [4.192, -7.348, -3.691], [1.382, -9.538, -0.413], [-4.176, -6.143, 5.606], [8.158, 9.374, -4.199], [-0.861, 8.552, -3.418], [2.012, -1.872, -5.665], [-1.018, 7.671, -5.389], [-3.729, 2.710, -1.695], [-1.469, -11.362, 10.096], [0.325, 9.334, -5.056], [-5.014, -4.501, 4.474], [3.370, -11.072, -0.937], [2.414, -8.820, -2.726], [4.893, -9.621, -0.369], [1.777, 11.243, 0.409], [0.460, -1.996, -7.164], [6.363, 8.461, -4.992], [0.817, 9.314, 0.620], [3.955, -10.287, -3.202], [-0.142, -9.647, 10.074], [0.035, -1.092, -5.243], [-4.875, 0.920, -2.162], [6.224, 10.269, -3.816], [2.966, 9.433, 0.385], [2.639, -7.734, -0.207], [-5.512, 2.839, -2.921], [-5.861, -5.043, 6.394], [0.908, 9.046, -2.033], [-3.928, 2.194, -4.996], [1.569, -9.718, 2.118], [-7.469, -5.980, 4.486], [1.910, 7.859, -3.515], [0.757, -3.623, -4.098], [2.427, 10.711, -2.132], [0.881, 6.050, -4.396], [1.628, -1.324, 0.626], [7.430, 11.699, -5.711], [-5.894, -7.554, 4.109], [-0.456, -4.185, -5.919], [6.976, 9.989, -7.114], [-2.391, -8.963, 8.836], [-2.361, 1.511, -3.516], [-3.350, -8.891, 10.879], [-1.991, -2.830, 3.170], [0.741, -3.411, 2.776], [-1.069, -1.900, 3.226], [-1.296, -10.116, 10.558], [-2.667, 4.091, 1.836], [0.260, -3.445, -5.312], [-0.177, 8.215, -4.518], [-6.260, -6.505, 4.553], [-0.619, 6.817, 0.410], [-3.260, -6.693, 8.566], [-2.493, -5.158, 2.867], [-8.468, -6.767, 3.799], [2.402, 10.674, -3.576], [0.399, -4.863, -3.443], [1.633, 9.846, -1.521], [7.639, 12.596, -6.823], [1.202, 11.411, -4.128], [-2.484, -9.230, 10.129], [-0.321, -8.195, 2.200], [6.957, 9.623, -4.732], [4.001, 6.820, -4.216], [3.030, 7.060, -3.080], [-0.866, 7.342, 1.855], [7.109, 10.454, -6.022], [3.658, -9.746, -0.911], [0.199, -5.730, 2.505], [6.327, 13.098, -7.382], [2.587, -9.085, -0.002], [0.991, -8.639, 2.850], [-0.711, -6.753, 2.460], [0.706, -2.075, -5.862], [-1.336, 1.486, -4.536], [1.385, -1.112, 3.040], [1.797, 9.969, 0.008], [-2.872, 2.569, 1.554], [-9.018, -7.859, 4.688], [-5.311, -5.530, 5.277], [-1.915, 1.736, 2.399], [1.250, -6.016, -3.928], [-1.556, -0.508, 3.542], [0.326, -2.194, 3.020], [2.785, -9.437, 1.493], [4.701, -8.138, -2.714], [0.944, 7.218, -4.153], [-3.559, 1.928, -3.890], [-2.171, 0.226, 2.333], [-0.196, -4.399, 2.742], [-2.087, -6.438, 2.635], [3.651, -9.239, -2.391], [-4.450, 2.094, -2.641], [-0.788, 2.887, -4.710], [-2.307, 4.883, 0.563], [-3.455, -8.164, 8.275], [-1.560, -4.102, 2.927], [2.344, -1.287, 1.856], [-0.817, 5.294, 0.431], [0.053, 2.912, -5.402], [-0.572, 0.809, -4.161], [-0.221, -8.326, 1.118], [-1.854, 4.212, 2.559], [1.078, -6.211, -4.986], [-4.415, -8.525, 8.643], [0.370, 7.091, 0.047], [2.669, 6.130, -2.642], [-0.649, 6.536, 2.559], [-8.045, -7.168, 2.879], [-2.011, 2.036, 3.448], [2.307, -5.791, -3.798], [2.925, -2.204, 1.971], [4.881, 6.289, -3.856], [-2.351, -0.670, 4.277], [3.327, 11.153, -3.886], [-2.847, -7.212, 2.589], [-9.247, -6.058, 3.529], [2.428, 9.638, -3.915], [-3.554, 4.514, 2.315], [3.045, -0.449, 1.843], [8.225, 13.417, -6.416], [3.396, -10.344, 1.530], [1.973, -1.191, 3.960], [-1.555, 3.563, -5.084], [-0.455, 3.266, -3.743], [5.742, 12.282, -7.805], [-3.257, 0.090, 2.379], [6.512, 13.831, -8.166], [-9.408, -7.435, 5.614], [-8.244, -8.580, 4.950], [-0.230, 4.885, 1.258], [-2.895, 5.804, 0.502], [1.259, -5.906, 2.361], [-2.283, -6.362, 8.212], [-0.889, 1.934, 2.065], [-0.264, 8.202, 2.133], [-0.404, 4.893, -0.501], [5.732, 13.565, -6.597], [-3.543, -4.925, 2.999], [8.239, 12.099, -7.583], [1.688, -7.806, 2.960], [-3.311, -6.490, 9.635], [-0.801, 0.098, 4.042], [-1.870, -0.218, 1.380], [-2.674, 2.463, 0.488], [3.353, -8.645, 1.987], [0.791, -9.016, 3.857], [4.302, 7.765, -4.649], [0.273, 10.925, -3.833], [5.611, -8.591, -3.112], [1.590, -2.241, 0.341], [-0.663, -5.054, -3.588], [-4.029, -6.109, 8.069], [3.536, 6.227, -5.004], [-1.731, 1.071, -5.462], [-2.570, 4.302, -0.323], [1.180, 12.435, -3.754], [-3.910, 2.325, 1.788], [-1.348, 7.274, -0.265], [0.564, -4.683, -2.383], [0.940, -0.124, 2.932], [3.502, 7.639, -2.289], [-9.822, -8.386, 4.176], [-1.134, -8.838, 2.537], [1.009, -6.916, -3.368], [1.248, 11.434, -5.216], [-3.416, -8.351, 7.204], [-1.925, 7.592, 1.949]],
  "homo_ev": -8.87,
  "lumo_ha": -0.0010
}

---

[2]
{
  "formula": "C54H69FGeN4ReSi",
  "method": "ωB97M-V with the def2-TZVPD basis set",
  "species": ["Re", "Ge", "Si", "F", "N", "N", "N", "N", "C", "C", "C", "C", "C", "C", "C", "C", "C", "C", "C", "C", "C", "C", "C", "C", "C", "C", "C", "C", "C", "C", "C", "C", "C", "C", "C", "C", "C", "C", "C", "C", "C", "C", "C", "C", "C", "C", "C", "C", "C", "C", "C", "C", "C", "C", "C", "C", "C", "C", "C", "C", "C", "C", "H", "H", "H", "H", "H", "H", "H", "H", "H", "H", "H", "H", "H", "H", "H", "H", "H", "H", "H", "H", "H", "H", "H", "H", "H", "H", "H", "H", "H", "H", "H", "H", "H", "H", "H", "H", "H", "H", "H", "H", "H", "H", "H", "H", "H", "H", "H", "H", "H", "H", "H", "H", "H", "H", "H", "H", "H", "H", "H", "H", "H", "H", "H", "H", "H", "H", "H", "H", "H"],
  "xyz": [[0.386, 0.390, -0.251], [2.510, 3.097, 1.204], [2.096, -0.355, -1.976], [-1.438, 5.378, -3.789], [-0.769, 1.401, 1.644], [-0.813, -1.629, -1.178], [0.635, -1.209, 1.316], [-2.235, 0.893, -0.818], [3.928, 2.867, 2.622], [-3.849, 2.411, -1.432], [-2.474, -0.663, -2.684], [0.492, -3.299, 0.041], [1.391, -0.676, -3.773], [-1.577, -1.656, -2.294], [-5.874, 0.444, -3.485], [-0.590, -3.683, -2.190], [-2.045, -3.299, -4.279], [1.520, -3.060, 2.323], [0.744, -5.325, 3.045], [3.437, -2.814, -0.942], [3.738, -1.382, 4.426], [-1.674, 2.410, 1.721], [-2.799, 0.494, -1.977], [-2.852, 2.040, -0.443], [4.075, -2.158, -3.128], [-0.104, -5.078, -2.433], [-0.434, 1.983, -2.930], [-0.488, 4.492, -1.793], [3.307, -1.910, -1.988], [1.944, 1.294, 0.663], [-3.714, 3.857, 4.049], [4.915, -4.210, -2.222], [-0.918, 1.778, 6.133], [-4.730, 3.618, -1.374], [4.869, -3.284, -3.251], [-0.018, 3.396, -1.090], [-3.821, 1.438, -2.391], [-2.608, 2.736, 0.735], [2.350, -2.025, 4.529], [1.661, -2.008, 3.198], [-0.117, 1.339, 2.827], [-0.606, 2.370, 3.706], [-0.940, 4.304, -3.080], [-3.456, -3.873, -4.110], [1.921, -4.488, 2.533], [-6.008, 3.333, -0.578], [-1.420, -2.926, -2.972], [-0.149, 2.620, 5.110], [1.357, 4.522, 2.040], [0.858, -2.545, 1.157], [3.514, 0.958, -2.298], [-1.018, -6.112, -1.768], [3.401, 4.077, -0.318], [0.019, 2.097, -1.608], [0.851, 0.379, 3.172], [4.212, -3.956, -1.058], [-4.644, 1.342, -3.638], [1.068, -0.862, 2.559], [-0.242, -2.861, -1.056], [-2.356, 4.246, 3.459], [-0.918, 3.053, -3.662], [-1.574, 3.053, 3.004], [-1.784, 4.800, 4.214], [2.916, -2.615, -0.020], [0.914, -5.177, -2.043], [4.361, -1.942, 3.730], [4.719, 2.197, 2.302], [2.738, -4.538, 3.260], [3.479, 2.440, 3.513], [1.992, 5.314, 2.431], [-1.419, -4.036, -4.795], [0.766, 4.121, 2.857], [4.276, -4.652, -0.231], [-3.234, 3.600, 0.930], [0.673, 4.964, 1.324], [-0.654, -7.129, -1.924], [-0.525, 1.935, 7.140], [-5.580, -0.558, -3.184], [1.764, -1.488, 5.284], [5.451, -3.440, -4.153], [-4.029, 0.950, -4.454], [4.230, -1.358, 5.399], [3.644, -0.367, 4.049], [-2.517, 4.923, 2.614], [-4.282, 4.735, 4.362], [-4.097, -3.153, -3.603], [4.213, 3.485, -0.727], [-0.471, 1.009, -3.389], [4.187, 0.995, -1.447], [-4.298, 3.311, 3.312], [-0.276, 3.680, 5.363], [-3.433, -4.779, -3.506], [0.798, -4.339, 0.039], [-5.000, 3.930, -2.390], [-1.973, 2.048, 6.133], [1.334, 0.513, 4.133], [-0.509, 5.477, -1.342], [-6.546, 0.842, -2.728], [-4.969, 2.344, -3.934], [5.506, -5.113, -2.326], [-6.421, 0.377, -4.426], [-6.573, 2.532, -1.053], [-1.075, -5.919, -0.698], [-4.194, 4.450, -0.908], [2.677, 4.251, -1.110], [-5.751, 3.010, 0.431], [2.453, -3.060, 4.876], [-0.062, -5.274, -3.511], [0.358, -1.000, -3.706], [3.104, 1.952, -2.430], [0.280, 3.548, -0.065], [1.426, 0.228, -4.374], [4.054, -1.446, -3.939], [4.113, 0.717, -3.172], [3.805, 5.032, 0.008], [2.288, -4.921, 1.596], [-3.015, -0.840, -3.607], [1.038, -6.367, 3.195], [-2.096, -2.414, -4.921], [-6.642, 4.219, -0.514], [1.926, -1.462, -4.300], [0.916, 2.387, 5.204], [-3.576, 3.210, 4.912], [4.379, 3.816, 2.896], [-3.896, -4.115, -5.079], [-2.025, -6.041, -2.176], [-0.831, 0.722, 5.884], [2.804, 0.657, 0.927], [-1.278, 2.918, -4.673], [-0.077, -5.294, 2.331], [0.381, -4.924, 3.991]],
  "total_charge": -2,
  "spin_multiplicity": 4,
  "homo_ev": [0.44, -1.22],
  "s_squared": 4.22,
  "lumo_ha": [0.1586, 0.1555]
}